A.
{
  "formula": "C3H10O3",
  "method": "ωB97M-V/def2-TZVPD",
  "symbols": ["O", "H", "H", "O", "O", "C", "C", "C", "H", "H", "H", "H", "H", "H", "H", "H"],
  "coordinates": [[-0.34440, 1.73511, 2.98739], [0.13705, 2.10413, 2.21261], [0.10990, 0.88358, 3.17913], [0.00000, 0.00000, 0.00000], [3.51010, -2.24630, -2.43464], [0.29224, -1.16024, -0.76569], [2.07076, -2.24892, -2.24216], [1.82462, -1.33233, -0.99415], [-0.94220, -0.07103, 0.26003], [3.78484, -1.53536, -3.05066], [-0.23073, -2.03799, -0.33965], [-0.17473, -0.93195, -1.74307], [1.63677, -3.26714, -2.22391], [1.53576, -1.66890, -3.01856], [2.36235, -0.36954, -1.09078], [2.20688, -1.84194, -0.08882]],
  "nbo_charge": [-0.95, 0.48, 0.47, -0.73, -0.73, -0.06, -0.06, -0.43, 0.47, 0.47, 0.16, 0.15, 0.19, 0.16, 0.22, 0.20],
  "orbital_gap_ha": 0.4061,
  "lumo_energy_ev": 0.741,
  "multiplicity": 1,
  "smiles": "OCCCO.O"
}

***

B.
{
  "formula": "C3H10O3",
  "method": "ωB97M-V/def2-TZVPD",
  "symbols": ["C", "C", "C", "O", "H", "H", "H", "H", "H", "H", "H", "H", "O", "H", "H", "O"],
  "coordinates": [[-0.25887, 1.13935, -1.02017], [-0.49253, 1.67699, 0.36154], [0.34736, 1.45576, 1.34519], [0.33172, 1.90705, 2.64407], [-1.00440, 0.43454, -1.38446], [0.71542, 0.65588, -1.01092], [-0.12871, 1.94442, -1.73762], [-1.45600, 2.12233, 0.61164], [1.22943, 0.85454, 1.20871], [0.02644, 2.81765, 2.69440], [-4.50161, -5.42086, -1.77951], [-3.93972, -4.48736, -2.82355], [-3.66918, -5.00983, -2.04804], [3.63406, 0.42966, 0.91192], [4.61029, -0.69582, 1.21728], [4.55631, 0.17572, 0.80952]],
  "nbo_charge": [-0.63, -0.29, 0.15, -0.70, 0.22, 0.21, 0.21, 0.20, 0.14, 0.48, 0.47, 0.47, -0.93, 0.47, 0.47, -0.93],
  "orbital_gap_ha": 0.3669,
  "lumo_energy_ev": 0.853,
  "multiplicity": 1,
  "smiles": "C/C=C/O.O.O"
}

***

C.
{
  "formula": "C3H10O3",
  "method": "ωB97M-V/def2-TZVPD",
  "symbols": ["C", "C", "C", "O", "H", "H", "H", "H", "H", "H", "H", "H", "O", "H", "H", "O"],
  "coordinates": [[1.89107, 1.12625, 0.41513], [0.52576, 1.62944, 0.78556], [0.21056, 2.92975, 0.75284], [-1.12468, 3.26329, 0.55250], [1.80230, 0.72282, -0.58607], [2.57327, 1.95467, 0.42285], [2.19638, 0.33498, 1.09111], [-0.27000, 1.06056, 1.25439], [0.96970, 3.70633, 0.80770], [-1.13908, 4.20388, 0.77878], [-4.33786, -3.74558, -3.61298], [-3.54886, -3.21904, -2.42455], [-3.97510, -4.01256, -2.76161], [2.26367, -3.72061, 1.48968], [3.08916, -2.50789, 1.09036], [2.70688, -3.31347, 0.73366]],
  "nbo_charge": [-0.63, -0.28, 0.11, -0.67, 0.22, 0.21, 0.20, 0.21, 0.16, 0.47, 0.47, 0.47, -0.94, 0.47, 0.47, -0.93],
  "orbital_gap_ha": 0.3418,
  "lumo_energy_ev": 0.810,
  "multiplicity": 1,
  "smiles": "C/C=C/O.O.O"
}

***

Quick ranking, most stable first: A, B, C.

***

A.
{
  "formula": "C2H7OS",
  "method": "ωB97M-V/def2-TZVPD",
  "symbols": ["O", "H", "C", "S", "C", "H", "H", "H", "H", "H", "H"],
  "coordinates": [[2.50372, 1.02471, -1.75841], [1.66222, 1.16084, -1.28640], [-0.17877, -0.77556, -0.81564], [-0.14433, 0.49469, 0.36224], [-1.35359, 0.07742, 1.72674], [-0.82462, -0.57125, -1.66184], [0.53992, -1.54460, -0.65470], [2.47312, 0.06007, -1.80376], [-2.33387, 0.02240, 1.26475], [-1.07115, -0.86390, 2.19306], [-1.27266, 0.91519, 2.43396]],
  "nbo_charge": [-0.98, 0.49, -1.14, 0.04, -0.79, 0.18, 0.17, 0.47, 0.19, 0.19, 0.18],
  "orbital_gap_ha": 0.2136,
  "lumo_energy_ev": 4.160,
  "total_charge": -1,
  "multiplicity": 1
}

***

B.
{
  "formula": "C2H7OS",
  "method": "ωB97M-V/def2-TZVPD",
  "symbols": ["S", "H", "C", "O", "C", "H", "H", "H", "H", "H", "H"],
  "coordinates": [[-2.66222, 0.46137, 0.01941], [-3.98587, 0.45334, -0.01719], [0.52447, -0.22584, -0.51994], [-0.26932, -1.29486, -0.10972], [1.48469, 0.30752, 0.53377], [1.10389, -0.48922, -1.43233], [-0.08209, 0.63283, -0.82015], [-1.23232, -1.04822, -0.30489], [2.35722, -0.32221, 0.81463], [1.88011, 1.31500, 0.38904], [0.88146, 0.21030, 1.44736]],
  "nbo_charge": [-1.02, 0.10, -0.06, -0.79, -0.64, 0.12, 0.19, 0.51, 0.18, 0.20, 0.22],
  "orbital_gap_ha": 0.2637,
  "lumo_energy_ev": 4.225,
  "total_charge": -1,
  "multiplicity": 1
}

***

C.
{
  "formula": "C2H7OS",
  "method": "ωB97M-V/def2-TZVPD",
  "symbols": ["S", "H", "C", "O", "C", "H", "H", "H", "H", "H", "H"],
  "coordinates": [[-0.87470, 0.22000, 3.28530], [0.41490, -0.16686, 3.57424], [-0.54996, 0.00560, -0.86659], [-0.81638, -0.97379, 0.14461], [0.91199, 0.21026, -1.15309], [-1.01199, -0.38899, -1.77414], [-1.10423, 0.90813, -0.59234], [-0.83916, -0.46288, 0.99012], [1.05988, 1.13250, -1.70817], [1.51223, 0.19517, -0.22541], [1.29743, -0.67916, -1.67453]],
  "nbo_charge": [-1.04, 0.09, -0.07, -0.77, -0.64, 0.14, 0.16, 0.51, 0.19, 0.22, 0.19],
  "orbital_gap_ha": 0.2490,
  "lumo_energy_ev": 3.978,
  "total_charge": -1,
  "multiplicity": 1
}

***

Quick ranking, most stable first: C, B, A.

***

A.
{
  "formula": "C25H15Cl5NOReS4",
  "method": "ωB97M-V/def2-TZVPD",
  "symbols": ["Re", "S", "C", "C", "C", "C", "C", "C", "S", "C", "C", "C", "C", "C", "C", "C", "S", "C", "C", "C", "C", "C", "C", "S", "N", "H", "H", "H", "H", "H", "H", "H", "H", "H", "H", "H", "H", "H", "H", "H", "Cl", "C", "C", "Cl", "C", "Cl", "C", "O", "C", "Cl", "C", "Cl"],
  "coordinates": [[0.23365, -0.93906, -0.22630], [3.95725, -0.18400, 1.87308], [4.46207, 0.72361, 3.30773], [5.56797, 0.73159, 4.13348], [5.51912, 1.56930, 5.24118], [4.40026, 2.34784, 5.51560], [3.27633, 2.31730, 4.69843], [3.34862, 1.52641, 3.57066], [2.18926, 0.87509, 2.40144], [-1.46956, -1.18091, 2.12335], [-2.08890, -2.03014, 1.10038], [-3.33933, -2.60954, 1.22189], [-3.78283, -3.45720, 0.20987], [-3.00796, -3.68116, -0.91743], [-1.76886, -3.06338, -1.00572], [-0.88069, -3.18815, -2.22793], [0.77197, -2.38851, -2.03286], [0.90999, -1.09819, -3.26354], [0.70337, -1.40206, -4.60172], [0.89678, -0.42368, -5.56146], [1.33497, 0.83706, -5.17591], [1.57311, 1.12339, -3.84273], [1.36039, 0.16474, -2.85415], [1.66303, 0.63555, -1.15936], [-1.34091, -2.31639, 0.00839], [6.42510, 0.09946, 3.94365], [6.36361, 1.60658, 5.91601], [4.40023, 2.98436, 6.39009], [2.41175, 2.92867, 4.92064], [-1.49514, 1.16830, 3.15740], [-0.90822, -1.52280, 2.97811], [-3.95574, -2.37921, 2.07847], [-4.75520, -3.92464, 0.29072], [-3.36033, -4.31886, -1.71639], [-1.36382, -2.76014, -3.10684], [-0.68148, -4.24089, -2.42738], [0.40216, -2.40048, -4.89492], [0.72559, -0.65041, -6.60450], [1.49418, 1.60454, -5.92129], [1.91313, 2.10755, -3.54762], [-4.52259, 4.35479, 0.63292], [-3.48180, 3.09323, 0.12014], [-2.85882, 2.28194, 1.05612], [-3.19760, 2.54701, 2.71596], [-1.96980, 1.30305, 0.58855], [-0.81640, 0.32380, 1.57393], [-1.88720, 0.95632, -0.75969], [-1.28222, -0.11265, -1.22607], [-2.50409, 1.81504, -1.69110], [-2.30395, 1.45738, -3.35413], [-3.27483, 2.87450, -1.25518], [-4.00562, 3.91408, -2.39405]],
  "lowdin_spin": [1.54, 0.00, 0.00, 0.00, 0.00, 0.00, 0.00, 0.00, 0.00, 0.18, 0.04, 0.00, 0.02, 0.00, 0.02, 0.00, 0.02, 0.03, 0.00, 0.01, 0.00, 0.01, 0.02, 0.14, 0.03, 0.00, 0.00, 0.00, 0.00, 0.55, 0.01, 0.00, 0.00, 0.00, 0.00, 0.00, 0.00, 0.00, 0.00, 0.00, 0.01, 0.01, 0.00, 0.14, 0.00, 0.18, 0.00, 0.03, 0.00, 0.00, 0.00, 0.00],
  "orbital_gap_ha": [0.2508, 0.2305],
  "lumo_energy_ev": [-3.726, -4.301],
  "total_charge": 1,
  "s_squared": 3.77,
  "multiplicity": 4
}

***

B.
{
  "formula": "C25H15Cl5NOReS4",
  "method": "ωB97M-V/def2-TZVPD",
  "symbols": ["Re", "S", "C", "C", "C", "C", "C", "C", "S", "C", "C", "C", "C", "C", "C", "C", "S", "C", "C", "C", "C", "C", "C", "S", "N", "H", "H", "H", "H", "H", "H", "H", "H", "H", "H", "H", "H", "H", "H", "H", "Cl", "C", "C", "Cl", "C", "Cl", "C", "O", "C", "Cl", "C", "Cl"],
  "coordinates": [[0.02263, 0.09591, -0.06148], [-1.10985, -0.96305, -1.85177], [-2.45888, -1.59322, -0.94144], [-3.64045, -1.89830, -1.62317], [-4.73021, -2.40118, -0.94342], [-4.66581, -2.60922, 0.42907], [-3.49525, -2.33898, 1.11744], [-2.39766, -1.83472, 0.43922], [-0.80431, -1.73576, 1.25408], [-1.03439, -0.65145, 2.73731], [0.11172, 0.30867, 2.88893], [0.48453, 0.76263, 4.14650], [1.46315, 1.73945, 4.24989], [2.05050, 2.22878, 3.09386], [1.66671, 1.70356, 1.86916], [2.34707, 2.12007, 0.60288], [1.22465, 2.06521, -0.88597], [2.35146, 1.29130, -2.05335], [2.90582, 2.05621, -3.06477], [3.78408, 1.47451, -3.96612], [4.11294, 0.13225, -3.84650], [3.55903, -0.63203, -2.83700], [2.65745, -0.06630, -1.93771], [1.96806, -1.08033, -0.68568], [0.71327, 0.76717, 1.78077], [-3.67873, -1.72276, -2.68781], [-5.63651, -2.62886, -1.48155], [-5.51526, -3.00669, 0.96108], [-3.42722, -2.53003, 2.17757], [-1.11643, -1.28785, 3.61784], [-1.97066, -0.11072, 2.58322], [-0.00222, 0.36992, 5.02480], [1.74357, 2.13146, 5.21475], [2.80391, 2.99684, 3.13890], [3.16498, 1.42617, 0.39342], [2.73609, 3.13350, 0.68192], [2.64418, 3.09916, -3.14378], [4.20330, 2.06761, -4.76261], [4.79480, -0.32169, -4.54912], [3.79417, -1.67984, -2.74144], [-6.61494, 3.86760, 1.97670], [-5.15414, 3.18549, 1.41404], [-5.11788, 2.47762, 0.20834], [-6.54111, 2.34373, -0.74003], [-3.94021, 1.88451, -0.21773], [-3.90010, 1.10699, -1.73757], [-2.74815, 1.89997, 0.57238], [-1.73545, 1.19321, 0.28018], [-2.80708, 2.72747, 1.73328], [-1.36964, 2.97392, 2.63606], [-3.97527, 3.33666, 2.15353], [-3.98710, 4.26894, 3.59253]],
  "nbo_charge": [0.71, 0.15, -0.22, -0.18, -0.17, -0.19, -0.24, -0.12, 0.49, -0.56, 0.26, -0.22, -0.10, -0.22, 0.25, -0.55, 0.47, -0.14, -0.21, -0.21, -0.16, -0.20, -0.21, 0.02, -0.51, 0.24, 0.24, 0.23, 0.22, 0.26, 0.28, 0.25, 0.25, 0.25, 0.28, 0.26, 0.23, 0.23, 0.23, 0.24, 0.08, -0.11, -0.07, 0.08, -0.14, 0.06, 0.40, -0.77, -0.15, 0.01, -0.07, 0.07],
  "orbital_gap_ha": [0.2616, 0.2016],
  "lumo_energy_ev": [-3.290, -4.985],
  "total_charge": 1,
  "s_squared": 3.78,
  "multiplicity": 4
}

***

Quick ranking, most stable first: B, A.

***

A.
{
  "formula": "C4H10NOS",
  "method": "ωB97M-V/def2-TZVPD",
  "symbols": ["C", "C", "C", "C", "N", "O", "S", "H", "H", "H", "H", "H", "H", "H", "H", "H", "H"],
  "coordinates": [[0.53028, 0.12016, 0.68328], [-0.64190, 0.11943, -0.22619], [-0.95046, -0.74676, -1.35104], [2.11386, -0.30108, 0.67475], [-1.96788, 0.44951, 0.55875], [2.72882, -0.02543, -0.44871], [0.25469, 1.73319, -0.25000], [0.29796, 0.19156, 1.77993], [-0.28706, -1.62740, -1.39994], [-0.97057, -0.33698, -2.45224], [-1.88416, -1.12991, -1.15436], [2.29193, -1.39891, 0.91504], [2.59124, 0.46622, 1.51381], [-2.52165, 0.72285, -0.18074], [-1.74584, 1.40439, 1.11053], [-2.30193, -0.41282, 1.06505], [2.46268, 0.77198, -0.83793]],
  "nbo_charge": [-0.31, 0.04, -0.68, -0.02, -0.72, -0.69, 0.12, 0.24, 0.27, 0.28, 0.22, 0.22, 0.18, 0.43, 0.48, 0.46, 0.48],
  "orbital_gap_ha": 0.3733,
  "lumo_energy_ev": -3.713,
  "total_charge": 1,
  "multiplicity": 1,
  "smiles": "C[C@]1([NH3+])S[C@@H]1CO"
}

***

B.
{
  "formula": "C4H10NOS",
  "method": "ωB97M-V/def2-TZVPD",
  "symbols": ["C", "C", "C", "C", "N", "O", "S", "H", "H", "H", "H", "H", "H", "H", "H", "H", "H"],
  "coordinates": [[0.30924, -0.93766, -1.82643], [-0.90130, -1.41507, -2.19806], [0.68655, -0.70444, -0.46758], [0.93994, 1.58266, 1.61372], [-1.56550, 0.98184, 0.23919], [-0.52601, -0.59451, 1.57794], [-0.21949, 0.52858, 0.53228], [-1.08000, -0.16444, 2.57139], [1.06367, -0.95349, -2.61076], [-1.56480, -1.50155, -1.31264], [-1.18127, -1.51264, -3.21028], [0.59290, -1.63323, 0.26185], [1.70771, -0.51515, -0.35959], [1.42075, 2.30007, 1.04912], [1.66500, 0.97000, 2.05746], [0.38267, 1.91905, 2.51080], [-1.73005, 1.64998, -0.42840]],
  "nbo_charge": [-0.28, -0.27, -0.65, -0.77, -1.04, -0.88, 1.89, 0.56, 0.24, 0.20, 0.23, 0.32, 0.27, 0.25, 0.26, 0.27, 0.41],
  "orbital_gap_ha": 0.3495,
  "lumo_energy_ev": -4.452,
  "total_charge": 1,
  "multiplicity": 1
}

***

Quick ranking, most stable first: A, B.

***

A.
{
  "formula": "C2H3N3OS",
  "method": "ωB97M-V/def2-TZVPD",
  "symbols": ["C", "C", "N", "N", "N", "O", "S", "H", "H", "H"],
  "coordinates": [[-1.27671, -1.99467, 0.12840], [0.43720, 0.27447, -0.23707], [-0.91367, -2.40428, -0.98922], [-1.38203, -0.89112, 0.89177], [-0.64170, 0.19991, 0.42551], [1.46330, 0.78512, -0.54892], [1.98037, 2.80891, -0.09539], [-1.52172, -3.00687, 0.79503], [-1.11064, 1.03806, 0.74028], [2.96560, 3.19048, -1.11038]],
  "nbo_charge": [0.09, 0.88, -0.35, -0.49, -0.42, -0.43, -0.10, 0.21, 0.46, 0.16],
  "orbital_gap_ha": [0.2026, 0.2358],
  "lumo_energy_ev": [-2.989, -1.825],
  "multiplicity": 1
}

***

B.
{
  "formula": "C2H3N3OS",
  "method": "ωB97M-V/def2-TZVPD",
  "symbols": ["C", "C", "H", "H", "H", "N", "N", "N", "O", "S"],
  "coordinates": [[-0.78082, -0.60152, -0.91453], [-0.78365, 0.44773, 1.00976], [2.64903, -0.88099, -0.61835], [-1.11811, -1.42241, -1.53518], [-0.03585, 1.40067, 2.30519], [0.39090, 0.12948, -0.96063], [-1.45492, -0.42795, 0.15228], [-1.02928, 0.85045, 2.13581], [0.38861, 0.86645, 0.25642], [1.77408, -0.36190, -1.83078]],
  "nbo_charge": [0.26, 0.60, 0.14, 0.23, 0.36, -0.30, -0.50, -0.62, -0.37, 0.21],
  "orbital_gap_ha": 0.3371,
  "lumo_energy_ev": -0.038,
  "multiplicity": 1,
  "smiles": "[H]/N=c1/ncn(S)o1"
}

***

Quick ranking, most stable first: B, A.